This record from OMol25 describes 6 unconnected molecules or ions with the total composition C33H76BN2O10P2 at a distorted geometry. The level of theory is ωB97M-V with the def2-TZVPD basis set.

Summary:
Charge: +1
Kohn-Sham gap in eV: 6.52
Energy in Ha: -2871.7673

Each line ends with the Mulliken charge.
Atoms and positions in Å:
C1 10.0450 -2.1398 1.8211  -0.92
C2 9.7908 -0.5127 1.8705  -0.32
C3 8.3575 -0.0762 2.5582  -0.60
C4 7.0854 -0.8628 1.8785  -0.27
C5 6.9054 -0.6030 0.2659  -0.66
C6 5.4756 0.1644 0.0412  0.17
C7 4.0634 -0.6593 0.1529  0.92
P1 3.8400 -2.5223 0.4861  0.35
C8 3.1272 -3.2958 -1.1541  -1.00
O1 5.3375 -3.3673 0.7376  -0.43
C9 2.6768 0.2444 -0.0899  -0.15
C10 1.1476 -0.4146 -0.0140  -0.87
C11 0.4200 -0.1201 1.4562  -0.43
C12 1.4656 -0.5598 2.6445  -0.15
O2 0.7517 -0.6602 3.9610  -0.39
C13 1.6056 -1.3980 4.9065  -0.58
C14 2.8086 1.8824 -0.4038  -0.28
B1 1.4468 2.7625 -0.6743  0.75
O3 0.4885 3.2474 0.3362  -0.61
O4 1.1245 3.0596 -2.1138  -0.58
N1 4.1717 2.6047 -0.4606  0.79
N2 4.1302 3.9517 -0.7489  -0.70
C15 4.2914 4.8580 0.4312  -0.74
C16 4.2823 4.1768 1.9091  -0.08
C17 2.7907 3.8116 2.5105  -0.72
C18 5.4593 1.7779 -0.2670  -0.30
P2 7.0989 2.8143 -0.4271  0.47
O5 7.2596 3.1549 -1.9802  -0.66
H1 11.1261 -2.3611 1.4332  0.34
H2 9.3042 -2.7100 1.0784  0.17
H3 9.9590 -2.6405 2.8863  0.26
H4 10.6534 -0.0742 2.5697  0.33
H5 9.9133 -0.0149 0.7956  0.20
H6 8.2321 1.1018 2.5392  0.13
H7 8.4183 -0.4000 3.6961  0.34
H8 6.0574 -0.5938 2.3952  0.27
H9 7.2621 -2.0275 2.0522  0.23
H10 7.8357 0.0233 -0.0952  0.44
H11 6.9020 -1.5894 -0.3849  0.28
H12 2.7877 -2.4515 -1.8981  0.16
H13 2.1354 -3.8592 -0.8085  0.29
H14 3.8632 -4.0839 -1.6348  0.45
H15 5.4647 -3.9422 -0.0828  0.30
H16 1.1676 -1.6050 -0.1022  0.14
H17 0.4645 -0.0669 -0.9284  0.14
H18 -0.5539 -0.7695 1.5111  0.41
H19 0.1090 0.9982 1.6056  0.16
H20 1.8308 -1.6447 2.4002  0.29
H21 2.3365 0.2277 2.7237  0.17
H22 2.5776 -1.8550 4.4422  0.24
H23 0.9567 -2.3145 5.2946  0.23
H24 1.9059 -0.7202 5.8223  0.24
H25 -0.1895 3.8082 -0.1835  0.30
H26 1.1641 2.1289 -2.5344  0.26
H27 4.8066 4.2188 -1.5253  0.37
H28 3.3860 5.6357 0.4046  0.32
H29 5.2711 5.5372 0.3553  0.31
H30 4.7273 4.9947 2.6575  0.38
H31 4.9521 3.2288 2.0486  0.04
H32 2.8609 3.8352 3.6996  0.39
H33 2.3921 2.7519 2.2147  0.00
H34 2.0631 4.6845 2.2068  0.19
H35 6.9648 4.0792 0.2602  0.07
H36 8.2482 2.1509 0.1317  0.11
C19 -1.5192 -0.6108 -5.5400  -1.24
C20 -0.5487 0.5248 -5.2568  0.68
C21 0.3143 0.8319 -6.4703  -1.46
O6 0.2885 0.1680 -4.1601  -0.38
H37 -0.9817 -1.5325 -5.7900  0.40
H38 -2.1252 -0.8291 -4.6542  0.14
H39 -2.1883 -0.3608 -6.3693  0.38
H40 -1.1065 1.4214 -4.9654  0.15
H41 0.9167 -0.0386 -6.7532  0.35
H42 1.0162 1.6428 -6.2480  0.36
H43 -0.2999 1.1253 -7.3275  0.38
H44 0.7875 -0.6273 -4.4098  0.28
C22 -5.1088 -2.0968 -2.1176  -0.67
C23 -4.8460 -2.9994 -3.3125  0.26
C24 -4.9866 -4.4668 -2.9401  -1.40
O7 -3.5296 -2.7610 -3.8039  -0.49
H45 -4.3900 -2.2916 -1.3137  0.35
H46 -4.9920 -1.0444 -2.3972  -0.13
H47 -6.1199 -2.2450 -1.7257  0.32
H48 -5.5461 -2.7556 -4.1189  0.32
H49 -4.2635 -4.7457 -2.1654  0.35
H50 -4.7826 -5.1049 -3.8067  0.35
H51 -5.9940 -4.6861 -2.5729  0.37
H52 -2.9012 -2.9748 -3.0944  0.32
C25 -6.9853 -0.3305 0.5149  -1.03
C26 -5.9376 -0.2928 1.6160  1.19
C27 -5.5941 1.1362 2.0054  -1.38
O8 -4.7585 -0.9569 1.1689  -0.53
H53 -6.6203 0.1672 -0.3906  0.13
H54 -7.2137 -1.3648 0.2363  0.24
H55 -7.9109 0.1590 0.8337  0.43
H56 -6.3064 -0.8349 2.4936  -0.42
H57 -5.1797 1.6859 1.1528  0.34
H58 -4.8300 1.1481 2.7900  0.32
H59 -6.4779 1.6697 2.3689  0.39
H60 -4.4241 -0.4824 0.3898  0.29
C28 -7.0754 -3.2750 5.0986  -1.28
C29 -7.2102 -1.7620 5.1649  0.60
C30 -7.7458 -1.3120 6.5148  -1.42
O9 -8.0924 -1.3210 4.1360  -0.55
H61 -8.0480 -3.7614 5.2335  0.34
H62 -6.7007 -3.5853 4.1174  0.31
H63 -6.3903 -3.6444 5.8681  0.37
H64 -6.2352 -1.2973 4.9821  0.26
H65 -8.7421 -1.7287 6.6999  0.35
H66 -7.8492 -0.2220 6.5436  0.36
H67 -7.0808 -1.6224 7.3267  0.37
H68 -8.9607 -1.7288 4.2901  0.34
C31 -5.2292 2.8593 -4.8993  -1.36
C32 -5.2627 2.3370 -3.4718  0.39
C33 -4.0329 1.4995 -3.1591  -0.75
O10 -6.4331 1.5451 -3.2861  -0.57
H69 -5.2154 2.0329 -5.6188  0.33
H70 -6.1262 3.4499 -5.1141  0.33
H71 -4.3481 3.4858 -5.0699  0.37
H72 -5.3223 3.1787 -2.7733  0.30
H73 -3.9767 0.6249 -3.8169  0.10
H74 -4.0767 1.1201 -2.1326  0.03
H75 -3.1160 2.0852 -3.2775  0.46
H76 -6.3889 0.7953 -3.9024  0.35

=====

This record from OMol25 describes 2 unconnected molecules or ions with the total composition C4H9N5O2 at a distorted geometry. The level of theory is ωB97M-V with the def2-TZVPD basis set.

Summary:
Charge: 0
ΔE to the lowest compared entry with this formula, charge and spin in eV: 2.766
SMILES: O=c1[nH]nn[nH]1.CCC(N)=O
Kohn-Sham gap in eV: 10.57
Energy in Ha: -582.0217

Each line ends with the Mulliken charge.
Atoms and positions in Å:
C1 1.5454 -0.4565 0.2684  0.42
C2 -2.0705 -1.1613 -0.9243  -0.94
C3 -2.1281 0.0140 0.0844  -0.76
C4 -0.8403 0.8334 -0.0443  0.65
N1 3.8254 -0.4906 0.1078  -0.35
N2 2.7054 -1.1488 0.5786  0.09
N3 2.0880 0.5152 -0.5469  0.56
N4 3.3798 0.4737 -0.5569  -0.57
N5 -0.6137 1.6313 1.0810  -0.34
O1 -0.3048 0.9603 -1.1564  -0.76
O2 0.4297 -0.7156 0.6377  -0.54
H1 -2.4341 -0.6352 -1.8319  0.28
H2 -2.5850 -2.0283 -0.5642  0.33
H3 -1.0287 -1.2601 -0.9789  0.21
H4 -2.2182 -0.3561 1.0893  0.43
H5 -2.8169 0.6198 -0.2627  0.49
H6 -1.2196 1.5140 1.8288  0.16
H7 2.8777 -2.0421 0.9689  0.22
H8 -0.1489 2.4541 1.0823  0.20
H9 1.5576 1.2787 -0.8607  0.23

=====

This record from OMol25 describes 16 unconnected molecules or ions with the total composition H31O16 at a distorted geometry. The level of theory is ωB97M-V with the def2-TZVPD basis set.

Summary:
Charge: -1
ΔE to the lowest compared entry with this formula, charge and spin in eV: 4.498
Kohn-Sham gap in eV: 9.38
Energy in Ha: -1222.4049

Each line ends with the Mulliken charge.
Atoms and positions in Å:
O1 -1.5643 -4.7329 0.5002  -0.66
H1 -2.1528 1.5126 2.0483  0.34
H2 1.5304 -3.1413 0.1204  0.30
O2 -3.6870 -2.9447 1.2511  -0.57
H3 -2.0682 -4.8900 -0.3028  0.32
H4 -1.2517 -3.8389 0.6395  0.29
O3 1.5624 4.7474 -2.3756  -0.62
H5 -3.1823 -3.1676 0.4721  0.28
H6 0.7252 -2.3905 1.2002  0.36
O4 1.4840 -3.0531 1.0523  -0.73
H7 -0.6496 -1.8468 -0.5562  0.07
H8 -3.1149 -2.6865 1.9616  0.30
O5 -2.5993 2.1497 2.6378  -0.64
H9 4.0639 -2.4887 0.3578  0.25
H10 4.4300 1.4567 2.3596  0.32
O6 0.5810 1.0599 0.2291  -0.75
H11 0.5260 1.9557 -0.1557  0.24
H12 1.1945 0.4561 -0.2347  0.51
O7 1.1217 5.0232 0.6333  -0.57
H13 1.9252 5.1995 1.1522  0.30
H14 1.2569 5.8252 0.1090  0.29
O8 1.8157 -0.6244 -1.3021  -0.95
H15 -0.1432 -0.4827 0.1821  0.33
H16 0.9020 5.0410 -1.7049  0.30
O9 1.4773 1.4712 -2.5389  -0.65
H17 1.8596 0.7684 -3.0241  0.23
O10 4.0248 -2.2064 1.2841  -0.62
H18 -3.4505 1.7232 2.7735  0.29
H19 3.2250 -2.5096 1.6413  0.41
O11 -1.9973 3.0125 -2.8609  -0.63
H20 1.1708 3.8187 -2.3299  0.28
H21 -1.0797 2.9826 -2.8530  0.35
O12 3.6114 1.5866 2.8703  -0.64
H22 -2.5221 -1.2604 -2.1278  0.31
H23 -2.6437 -1.2173 2.9710  0.24
O13 0.2615 -2.6395 -2.0517  -0.70
H24 -2.7471 2.8405 -3.3559  0.28
H25 -1.5126 -0.5934 2.1055  0.30
O14 -2.4101 -0.5034 2.3923  -0.62
H26 3.1101 1.0585 2.2370  0.31
H27 0.7693 -1.7130 -2.0017  0.36
O15 -0.8050 -1.2997 0.2458  -0.07
H28 1.6208 0.9145 -1.6489  0.29
H29 2.5428 -1.1943 -1.1948  0.05
O16 -3.1934 -0.8007 -1.6278  -0.66
H30 0.8918 -3.1614 -2.5117  0.25
H31 -2.8236 -0.5030 -0.7977  0.32

=====

This record from OMol25 describes a molecular structure, C3H4NO at a distorted geometry. The level of theory is ωB97M-V with the def2-TZVPD basis set.

Summary:
Charge: +1
ΔE to the lowest compared entry with this formula, charge and spin in eV: 5.336
Kohn-Sham gap in eV: 10.31
Energy in Ha: -246.1960

Each line ends with the Mulliken charge.
Atoms and positions in Å:
C1 1.7295 -0.6408 -0.2860  0.45
C2 0.1715 -0.7251 -0.2139  -0.25
C3 0.2710 0.7537 0.1708  -0.25
N1 2.7238 -0.2981 0.3804  -0.06
O1 1.6940 0.9008 -0.3509  -0.09
H1 -0.1432 -0.9814 -1.2541  0.27
H2 -0.2076 -1.4680 0.5011  0.33
H3 -0.4569 1.5344 -0.3197  0.31
H4 0.2429 0.9560 1.3091  0.29